Record 1
A structure of composition C15H24BCl21NNbO2P. Source: the OMol25 dataset; level of theory: ωB97M-V/def2-TZVPD.

```
66
Properties=species:S:1:pos:R:3:forces:R:3:lowdin_charge:R:1
C -2.89025 3.74113 2.29109 -0.723 0.578 0.097 -0.1730
C -3.17213 3.53608 0.79893 0.462 -0.208 0.039 -0.2371
B -2.09361 2.68621 -0.02321 -0.702 0.433 1.078 -0.6807
O -2.41589 2.33424 -1.33996 0.512 0.053 0.165 -0.0235
Nb 0.01904 1.91986 0.71138 0.740 -1.484 -0.179 1.0197
C -1.18556 0.49328 2.03490 -0.351 0.189 -1.502 -0.3287
C -2.30451 -0.20658 1.55665 0.436 0.119 1.142 -0.1287
C -2.96359 -1.00587 2.48110 -0.355 -0.061 -0.970 -0.1602
C -2.50883 -1.07783 3.77416 -0.427 -0.798 1.312 -0.1992
N -1.43417 -0.47387 4.28696 -0.418 0.310 -1.278 0.0581
C -0.82553 0.28813 3.36413 0.836 0.352 0.596 -0.2277
P 2.26777 1.09887 1.62326 -0.930 0.605 0.865 0.6250
C 2.78971 1.80719 3.27078 -0.346 -0.739 -0.370 -0.4031
O 2.10155 -0.57161 1.85124 0.501 0.585 0.113 -0.4716
H -2.00904 4.34804 2.48877 0.191 -0.198 -0.138 0.0359
H -2.81549 2.80656 2.84674 0.184 -0.075 -0.135 0.0540
H -3.73632 4.29619 2.72042 0.058 -0.079 0.124 0.0564
H -4.13991 3.02217 0.70763 0.004 0.074 -0.236 0.0918
H -3.27833 4.51881 0.31332 -0.136 -0.065 -0.061 0.0850
H -2.41035 3.11249 -1.90732 -0.325 0.012 -0.130 0.0153
H 0.06095 3.27592 1.95001 0.441 0.549 -0.049 -0.1063
H 0.79044 2.97154 -0.55954 -0.325 0.036 -0.497 -0.1745
H 0.04853 0.56282 -0.56593 0.419 -0.105 -0.253 -0.1146
H -2.62723 -0.08336 0.53037 -0.128 -0.184 -0.034 0.0815
H -3.84410 -1.57801 2.18571 0.824 0.121 0.741 -0.0550
H -3.07886 -1.69419 4.47107 0.113 0.006 -0.007 0.0930
H 0.06352 0.81121 3.71311 -0.053 -0.090 0.129 0.0626
H 3.80402 2.19980 3.24564 0.071 -0.163 0.224 -0.0228
H 2.07726 2.59148 3.51861 0.104 0.156 -0.121 -0.0063
H 2.64586 1.01777 4.01352 0.359 0.031 0.073 0.0163
H 2.29207 -0.92271 0.97284 -0.006 -0.210 0.367 -0.1306
C -6.67095 -1.71877 -0.31044 0.102 -0.015 0.014 -1.5087
Cl -5.42061 -1.65859 0.94350 -0.959 0.059 -0.742 0.6035
Cl -6.17616 -0.77982 -1.71762 -0.011 -0.005 0.035 0.5374
Cl -7.04392 -3.38595 -0.76944 -0.065 0.021 0.033 0.5006
H -7.57238 -1.27580 0.09179 0.008 -0.006 -0.001 0.0090
C -0.80910 6.26336 -2.28351 0.121 0.034 0.397 -1.5216
Cl -1.84406 5.29406 -3.34519 -0.013 -0.012 -0.039 0.5432
Cl -1.68851 7.69556 -1.71580 -0.012 0.051 -0.065 0.4960
Cl -0.20305 5.30630 -0.93817 -0.199 0.253 -0.408 0.5389
H 0.03585 6.60284 -2.86770 -0.050 0.021 -0.049 0.0072
C 3.59384 -3.70223 -0.96587 -0.021 0.117 0.195 -1.5247
Cl 2.54176 -2.30919 -0.76021 -0.084 -0.177 -0.429 0.6089
Cl 4.70404 -3.45376 -2.32273 0.035 -0.001 -0.077 0.5179
Cl 4.49263 -4.03729 0.51433 -0.003 -0.043 -0.035 0.5371
H 2.97698 -4.56240 -1.18991 0.021 0.000 -0.030 0.0124
C 4.77201 -5.37680 -5.72939 -0.125 -0.021 0.020 -1.5586
Cl 5.54002 -6.96237 -5.84254 0.029 0.030 0.014 0.5245
Cl 5.04896 -4.44478 -7.20300 0.118 -0.074 -0.093 0.5253
Cl 3.04834 -5.53926 -5.40908 0.018 0.013 0.023 0.5223
H 5.22069 -4.84105 -4.90268 -0.011 0.001 -0.003 -0.0241
C -3.59824 -6.00044 -0.52152 -0.024 0.174 -0.002 -1.5489
Cl -5.03075 -6.87776 0.03376 0.013 -0.035 0.011 0.5049
Cl -3.43895 -6.12427 -2.27730 0.020 -0.034 0.007 0.5139
Cl -3.65996 -4.31917 -0.01454 0.119 -0.134 -0.014 0.5276
H -2.72830 -6.46039 -0.07208 -0.018 -0.034 -0.014 0.0091
C 5.95440 2.67509 6.07683 -0.108 -0.032 -0.071 -1.5552
Cl 6.68275 1.08330 5.84109 0.021 0.013 0.026 0.5137
Cl 6.22852 3.69939 4.66531 0.021 0.013 0.032 0.5212
Cl 4.23383 2.53051 6.42157 0.053 0.030 0.066 0.5455
H 6.43267 3.14086 6.92783 0.017 -0.008 -0.012 0.0046
C 3.08545 -1.33660 -7.59462 -0.034 0.025 0.089 -1.5703
Cl 3.22123 -1.74785 -5.88928 -0.045 0.078 0.063 0.5138
Cl 1.39723 -1.34200 -8.10874 0.022 -0.028 -0.022 0.5260
Cl 3.83338 0.22885 -7.92560 0.022 -0.028 -0.025 0.5216
H 3.61335 -2.08936 -8.16541 -0.009 0.003 -0.001 -0.0251
```
Forces are in eV/Å.

Charge = -1
E_HOMO = -3.7 eV
Max |F| = 1.7 eV/Å
Gap between HOMO and LUMO = 5.34 eV

Record 2
A cluster of 2 separate species, C4H14N3O in total. Source: the OMol25 dataset; level of theory: ωB97M-V/def2-TZVPD.

```
22
Properties=species:S:1:pos:R:3:forces:R:3:lowdin_charge:R:1
C -0.15283 0.84913 -2.09475 0.768 -0.554 -0.429 -0.1224
C -1.26145 0.22614 -1.24359 -0.780 -0.665 -0.560 -0.1354
C -0.78708 -0.33339 0.07108 -1.410 0.027 0.480 -0.3936
C -1.08289 0.29540 1.22790 1.469 -1.318 -0.549 -0.1501
N -0.66065 -0.04983 2.48519 -0.874 0.766 -0.409 0.1039
N -0.24947 -1.64938 0.10002 0.934 -0.040 0.009 0.0663
N 0.97849 1.23917 -1.19980 0.045 0.418 0.019 0.1676
H -0.42308 1.70221 -2.69500 -0.344 0.270 -0.032 0.1262
H 0.27184 0.11363 -2.78175 -0.034 0.024 0.063 0.1315
H -2.12924 0.87580 -1.20007 0.188 0.613 0.719 0.1210
H -1.72829 -0.58667 -1.81333 0.437 -0.124 -0.157 0.1260
H -1.67219 1.16011 1.14617 -0.605 1.166 0.211 0.1132
H -1.18792 0.41157 3.20182 0.314 -0.307 0.529 0.0972
H -0.12019 -0.86368 2.70042 -0.083 -0.144 -0.043 0.0919
H -0.04309 -2.02901 -0.81084 -0.089 -0.108 -0.042 0.0952
H -0.78812 -2.32042 0.63210 -0.143 0.060 -0.001 0.1071
H 1.88461 1.36553 -1.65039 -0.132 -0.181 -0.256 0.1710
H 0.79175 2.11353 -0.70735 -0.133 -0.158 0.191 0.1758
H 1.07476 0.48940 -0.48963 0.506 0.438 0.242 0.0805
H 3.16027 -0.62808 0.83055 0.027 -0.118 0.046 0.0675
H 1.66848 -1.10600 0.74081 -0.085 -0.350 0.065 0.0179
O 2.26008 -0.34578 0.65286 0.022 0.286 -0.094 -0.0582
```
Forces are in eV/Å.

Energy relative to the best compared isomer or geometry (same formula, charge and spin) = 37.5 kcal/mol
Charge = +1
E_HOMO = -11.3 eV
Max |F| = 2.0 eV/Å
Gap between HOMO and LUMO = 8.31 eV